[1]
The following is a DFT calculation (ωB97M-V with the def2-TZVPD basis set) of a structure of composition C11H12FeNO6 in a non-equilibrium geometry.

XYZ file:
```
31
Properties=species:S:1:pos:R:3:forces:R:3:lowdin_spin:R:1
O 0.7947 0.6596 -6.6785 -0.7 -1.5 2.6 0.00
C 0.5143 0.0989 -5.7204 0.8 1.6 -2.7 0.01
Fe -0.5809 -1.1031 -2.4621 5.2 5.5 1.9 2.83
O -2.3526 0.4422 -4.2608 2.5 -3.3 3.0 0.05
C -1.6892 -0.2031 -3.5534 -4.6 6.5 -6.3 0.11
C -1.9891 -1.3483 -1.3659 -6.4 -1.5 4.8 0.08
O -2.8870 -1.6869 -0.7168 3.1 1.2 -2.1 0.04
C -0.1483 -2.6505 -1.6665 2.6 -6.6 2.4 0.20
O 0.2420 -3.6500 -1.1960 -0.5 2.9 -0.7 0.17
C -1.2222 -2.6255 -3.1385 -3.4 -6.9 -4.1 0.21
O -1.7325 -3.5875 -3.5828 1.6 2.6 1.3 0.16
H 0.4475 -1.4689 -3.5425 -0.1 -0.6 -0.4 0.04
O 0.2753 0.7341 -0.9568 -1.5 -0.1 1.7 0.31
C 0.1868 0.5903 0.2844 2.8 -0.5 -2.7 0.03
C 1.2782 -0.1199 1.0061 -0.2 -0.7 -0.2 0.01
C 2.0650 0.8041 1.9237 0.6 0.2 0.4 0.01
C 1.4203 0.9790 3.2802 0.0 0.0 -0.1 0.01
C 0.1811 1.8195 3.1601 1.0 0.6 0.9 0.08
C -0.9577 1.1086 2.4147 -1.3 0.4 -0.5 0.10
N -0.8426 1.1310 0.9738 -1.7 0.6 1.5 0.47
H 0.8229 -0.9422 1.5665 0.1 -0.1 0.2 0.00
H 1.9378 -0.5667 0.2499 -0.3 0.2 0.1 0.00
H 3.0552 0.3695 2.0482 0.1 0.0 -0.2 0.00
H 2.1924 1.7911 1.4631 0.2 -0.2 0.0 0.00
H 1.2002 0.0210 3.7472 -0.1 -0.2 0.0 0.00
H 2.1230 1.4425 3.9658 0.1 0.4 0.0 0.01
H -0.1956 2.0415 4.1620 -0.4 -0.1 -0.1 0.01
H 0.4117 2.7949 2.7090 -0.2 -0.3 -0.1 0.00
H -0.9803 0.0607 2.7516 0.1 -0.1 0.0 0.04
H -1.9023 1.5994 2.6790 0.1 -0.3 -0.3 0.00
H -1.6681 1.4646 0.4557 0.5 0.2 -0.1 0.01
```
Positions in Å, forces in eV/Å.

Results
Expectation value of S²: 8.832
Charge: +2
Multiplicity: 6
Gap between HOMO and LUMO (alpha / beta) (Eh): 0.235 / 0.204



[2]
The following is a DFT calculation (ωB97M-V with the def2-TZVPD basis set) of the molecule C11H12N2O2 in a non-equilibrium geometry.

XYZ file:
```
27
Properties=species:S:1:pos:R:3:forces:R:3:mulliken_charge:R:1
N 2.6104 0.1088 -0.2426 -0.2 0.9 -0.2 -0.78
C 2.2836 0.3471 1.2004 -1.5 1.2 -2.3 0.46
C 0.7980 1.0699 1.4537 3.5 0.0 0.6 -1.01
C -0.4054 0.4038 0.8678 -0.7 -1.1 1.7 0.13
C -1.1500 -0.4705 1.6362 -0.4 -1.3 -0.9 -0.64
N -2.1732 -1.0777 0.8543 1.0 1.1 1.1 -0.01
C -2.1558 -0.5221 -0.3880 1.1 0.6 -1.0 -0.48
C -2.9671 -0.7041 -1.5309 0.7 1.3 0.7 -0.73
C -2.6521 0.0553 -2.6832 -0.1 -1.7 1.6 -0.43
C -1.4829 0.8642 -2.7579 -1.3 -0.9 -0.5 -0.85
C -0.6979 0.9882 -1.6366 1.9 2.2 -0.3 0.25
C -1.0214 0.3751 -0.4371 -0.6 -0.5 0.2 1.01
C 2.5265 -0.9716 1.8734 -0.1 -1.1 2.3 0.22
O 2.1320 -1.1374 3.0342 1.1 -0.4 -2.6 -0.59
O 3.2730 -1.8727 1.1330 -1.4 1.1 1.6 -0.53
H 1.7566 -0.0896 -0.7610 0.0 -0.1 0.1 0.19
H 3.0209 0.9179 -0.7099 -0.1 -0.2 0.4 0.28
H 2.9656 1.1047 1.6065 0.1 -0.5 0.0 0.34
H 0.9545 1.1706 2.5639 -1.5 -0.5 -0.8 0.32
H 1.0004 2.1143 1.1462 -0.5 -0.5 -0.4 0.45
H -0.9588 -0.8734 2.6385 -0.1 0.5 -0.5 0.42
H -2.7079 -1.8790 1.1327 -0.1 0.1 0.1 0.22
H -3.8915 -1.2809 -1.4332 0.4 0.0 -0.4 0.35
H -3.3666 -0.2460 -3.4342 0.4 0.9 -0.9 0.33
H -1.2478 1.3326 -3.7103 0.1 0.1 0.3 0.38
H 0.2224 1.7043 -1.6662 -1.7 -1.4 0.0 0.22
H 3.3345 -1.4318 0.2502 0.0 0.1 0.1 0.46
```
Positions in Å, forces in eV/Å.

Results
Gap between HOMO and LUMO (Eh): 0.325
Relative energy (zero: lowest compared OMol25 entry of this formula, charge and spin) (kcal/mol): 31.5
SMILES: N[C@@H](Cc1c[nH]c2ccccc12)C(=O)O



[3]
The following is a DFT calculation (ωB97M-V with the def2-TZVPD basis set) of a structure of composition C11H12N2O2S in a non-equilibrium geometry.

XYZ file:
```
28
Properties=species:S:1:pos:R:3:forces:R:3:mulliken_charge:R:1
C 3.2936 -1.4354 0.1660 -0.1 0.1 0.4 -0.81
C 3.1349 -0.2903 -0.8400 -0.2 -0.6 -1.5 0.68
O 3.0313 -0.5605 -2.0120 0.3 0.3 0.7 -0.53
O 3.1302 1.0411 -0.4695 -0.2 -0.5 0.7 -0.35
C 1.9272 1.3856 0.2410 -0.5 -0.2 0.2 -0.18
C 0.7931 1.8160 -0.7126 -0.1 0.7 0.7 -0.38
C -0.5220 2.0235 0.1013 -0.2 -1.4 0.4 -1.14
C -1.3117 0.6935 0.1711 0.0 0.8 -0.2 0.66
C -0.8955 -0.3869 1.0568 -0.3 -0.3 0.0 -0.31
C -1.5882 -1.5638 1.1639 0.1 1.1 -0.5 -0.84
C -2.7732 -1.6788 0.3549 1.1 -0.6 1.1 1.02
N -3.5413 -2.7818 0.4133 -0.9 1.6 -1.6 -0.70
S -4.7262 -2.4236 -0.6668 0.1 -0.2 0.0 0.18
N -4.3037 -0.9554 -1.2134 0.5 -0.5 0.8 -0.65
C -3.1766 -0.6273 -0.5450 -0.3 -0.5 0.0 0.46
C -2.4176 0.5885 -0.6349 0.1 -0.8 0.5 -0.76
H 3.0665 -2.3876 -0.3336 0.0 0.5 -0.1 0.31
H 2.6070 -1.3571 1.0270 0.5 0.1 -0.2 0.25
H 4.3386 -1.5159 0.5164 -0.5 0.3 0.0 0.28
H 1.6529 0.5120 0.8587 -0.1 0.4 -0.3 -0.13
H 2.0998 2.2094 0.9559 0.4 -0.3 -0.5 0.33
H 1.0877 2.7905 -1.1400 0.0 -0.5 -0.1 0.30
H 0.6103 1.0881 -1.5168 0.2 0.3 0.2 0.33
H -1.1918 2.7799 -0.3318 0.4 -0.2 0.0 0.44
H -0.3381 2.3009 1.1590 0.2 0.2 -0.6 0.41
H -0.0165 -0.3031 1.7032 -0.3 0.4 -0.4 0.38
H -1.2470 -2.3482 1.8439 -0.4 0.2 -0.3 0.41
H -2.7234 1.3865 -1.3160 0.1 -0.3 0.3 0.36
```
Positions in Å, forces in eV/Å.

Results
Gap between HOMO and LUMO (Eh): 0.314
Relative energy (zero: lowest compared OMol25 entry of this formula, charge and spin) (kcal/mol): 34.3



[4]
The following is a DFT calculation (ωB97M-V with the def2-TZVPD basis set) of a structure of composition C11H12NNiO6 in a non-equilibrium geometry.

XYZ file:
```
31
Properties=species:S:1:pos:R:3:forces:R:3:lowdin_spin:R:1
O -3.1283 0.9776 -4.1378 3.3 -2.6 1.3 0.01
C -2.2255 0.3298 -3.8014 -6.8 6.0 -3.2 0.06
Ni -0.9432 -0.6167 -3.2096 2.4 0.0 0.3 0.82
O -2.9802 -2.5065 -2.3706 2.5 2.2 -1.0 0.00
C -2.1447 -1.7897 -2.7039 -5.0 -4.9 2.3 0.07
C 0.3391 -1.6697 -2.5154 5.7 -2.9 3.0 0.06
O 1.1541 -2.2448 -1.9364 -2.9 1.7 -1.9 0.01
C 0.5598 0.9260 -3.8668 0.7 2.5 3.5 0.39
O 0.9265 1.6884 -2.9990 -0.9 -2.0 -2.1 0.41
C 1.1458 0.8987 -5.2224 1.1 -2.1 -3.3 0.12
O 1.0203 -0.0855 -5.9497 0.3 2.7 1.9 0.02
H 1.7303 1.8247 -5.4368 -0.3 -0.4 -0.4 0.02
O -1.6668 -0.1529 0.0050 0.5 -0.1 -0.4 0.00
C -0.7306 -0.1455 0.8089 0.3 -0.3 0.4 0.00
C 0.1422 1.0815 1.0484 -0.4 -0.1 -0.4 0.00
C 0.0282 1.6472 2.4623 0.2 0.2 0.3 0.00
C 0.9032 0.9242 3.4879 -0.2 0.1 0.1 0.00
C 0.5076 -0.5291 3.7278 0.2 -0.1 0.1 0.00
C 0.6637 -1.4160 2.4900 0.1 0.1 0.3 0.00
N -0.4309 -1.2576 1.5405 -0.1 0.0 -0.8 0.00
H 1.1848 0.8210 0.8141 -0.1 0.1 0.1 0.00
H -0.1846 1.8374 0.3267 0.0 -0.2 0.1 0.00
H 0.3303 2.7011 2.4283 -0.1 -0.2 0.0 0.00
H -1.0208 1.6317 2.7896 0.2 0.0 -0.1 0.00
H 1.9499 0.9627 3.1583 -0.1 0.0 0.1 0.00
H 0.8367 1.4632 4.4398 0.1 -0.1 -0.1 0.00
H 1.1447 -0.9486 4.5157 -0.1 0.1 -0.1 0.00
H -0.5280 -0.5817 4.0880 0.1 -0.1 -0.1 0.00
H 1.6320 -1.2014 2.0071 -0.2 -0.1 0.1 0.00
H 0.6679 -2.4677 2.8037 0.0 0.3 -0.2 0.00
H -0.8833 -2.1019 1.2076 -0.1 0.3 0.3 0.00
```
Positions in Å, forces in eV/Å.

Results
Expectation value of S²: 2.011
Charge: +1
Multiplicity: 3
Gap between HOMO and LUMO (alpha / beta) (Eh): 0.237 / 0.201
Relative energy (zero: lowest compared OMol25 entry of this formula, charge and spin) (kcal/mol): 0.0